Molecular formula: C11H18ClInTc
Method: DFT, ωB97M-V/def2-TZVPD

The total energy is -1160.786235 hartree. As for the multiplicity: 4. The net charge is 0. As for the lowest unoccupied orbital energy (spin up / spin down): 0.3 / -3.7 eV.

Atoms and positions in Å:
C  -2.15349  1.04591  1.86649
H  0.07727  1.07665  -2.45674
C  -4.32652  2.12848  1.92948
H  -1.85411  4.39066  2.39320
C  -2.34157  3.43624  2.22732
C  2.52030  -3.75203  -2.79211
H  2.21230  -4.83733  -2.66078
H  2.69452  -3.62805  -3.90774
H  3.66165  -3.04890  0.89663
C  -1.28886  -0.16757  1.71233
In  -0.47536  -0.50294  -0.37634
H  -3.99803  -0.02523  1.61320
C  3.94220  -1.14564  -2.32400
C  -1.54686  2.29606  2.10390
H  4.53727  -0.58613  -1.57654
H  -5.40811  2.04227  1.87656
Cl  2.09679  -0.54734  0.11828
Tc  2.53101  -2.36831  -1.44157
H  4.63225  -1.70699  -2.98433
C  -0.43890  1.31980  -1.52051
H  2.11171  -3.88189  0.70488
C  -3.56232  0.96665  1.78892
H  -1.87615  -1.09934  1.81363
H  -1.48909  1.57479  -1.72494
H  3.54481  -4.50625  -0.15700
C  3.02755  -3.57656  0.15755
H  0.06422  2.17430  -1.03221
H  -4.34147  4.26182  2.29033
H  3.44527  -0.37585  -2.94962
H  -0.46262  -0.19761  2.43408
H  -0.45509  2.33442  2.16911
C  -3.72978  3.37941  2.11394

Atoms 1-2, force components in eV/Å:
1.02 -1.13 -0.20
-0.09 -0.18 0.31

Atomic partial charges in e from the Löwdin method, atoms 1 to 5: atom 1 (C): -0.303, atom 2 (H): -0.005, atom 3 (C): -0.069, atom 4 (H): 0.107, atom 5 (C): -0.069